Entry 1:
Below is a molecular structure, C50H43N4PS6Ti, with properties calculated with ωB97M-V/def2-TZVPD.

Positions of all 105 atoms, in Å:
1 Ti -0.847414 -1.566756 -0.308003
2 C -4.625586 1.880237 1.467392
3 C -4.261038 1.811871 2.951512
4 C -5.402370 1.096877 3.690671
5 C -4.122953 3.240648 3.493103
6 C -2.963555 1.038454 3.186284
7 C -2.471999 0.876225 4.486387
8 C -1.357549 0.097955 4.756598
9 C -0.704792 -0.528356 3.706806
10 S 0.684741 -1.591798 3.805472
11 C 0.434712 -2.096879 2.071629
12 N -0.410434 -1.044363 1.426626
13 C -1.151890 -0.343408 2.406873
14 C -2.273026 0.433965 2.144427
15 C 1.719946 -2.906906 0.029847
16 C 2.829893 -3.021671 -0.793869
17 C 2.700896 -3.521865 -2.083979
18 C 1.453589 -3.857746 -2.595530
19 C 0.335474 -3.795257 -1.775165
20 C 0.485698 -3.408065 -0.434153
21 H -5.549894 2.448066 1.348418
22 H -4.793597 0.886455 1.043442
23 H -3.849728 2.374357 0.877757
24 H -6.340490 1.635137 3.540900
25 H -5.216381 1.040878 4.763629
26 H -5.528586 0.079530 3.315350
27 H -5.033699 3.808000 3.291134
28 H -3.286103 3.757810 3.021311
29 H -3.960049 3.251084 4.571690
30 H -2.986712 1.345241 5.314952
31 H -1.017195 -0.037680 5.774994
32 H -2.622996 0.542619 1.127404
33 H 3.798257 -2.696864 -0.429986
34 H 3.578940 -3.612655 -2.710908
35 H 1.354430 -4.200380 -3.616907
36 H -0.635568 -4.135714 -2.113009
37 C 0.329723 -4.603468 2.312963
38 C -0.386282 -3.376829 1.843418
39 N -0.648275 -3.345855 0.383040
40 C 1.818891 -2.364255 1.444497
41 C 2.491753 -3.454366 2.252241
42 C 1.657594 -4.588102 2.545244
43 C 3.849499 -3.540511 2.590690
44 C 4.970259 -2.746668 2.459991
45 C 5.238080 -1.401959 1.970003
46 C 6.573459 -1.005438 1.845860
47 C 6.827397 0.278820 1.407360
48 N 5.852689 1.137625 1.110947
49 C 4.619415 0.672889 1.264501
50 N 4.257374 -0.536808 1.668842
51 H -0.254110 -5.491931 2.513337
52 H -1.354107 -3.282611 2.338099
53 H 2.418992 -1.457544 1.454005
54 H 2.131610 -5.466575 2.967938
55 H 4.084260 -4.493157 3.057669
56 H 5.877173 -3.229065 2.806625
57 H 7.381642 -1.681191 2.088586
58 H 7.844296 0.636677 1.292842
59 H 3.814568 1.361470 1.031893
60 C -4.556656 2.525153 -3.391877
61 S -4.219555 1.309269 -2.102593
62 C -3.765508 -0.093857 -3.044783
63 C -3.261574 -1.208023 -2.484698
64 S -3.128381 -1.484619 -0.755157
65 S -2.940440 -2.545360 -3.562626
66 C -3.374596 -1.753227 -5.040142
67 S -3.192656 -2.400506 -6.524855
68 S -4.017134 -0.159795 -4.768674
69 H -4.829112 3.435150 -2.859795
70 H -5.397163 2.227140 -4.015278
71 H -3.672066 2.717791 -3.997514
72 C 4.735000 1.154755 -2.408573
73 C 4.086340 -0.037191 -2.693715
74 C 2.758848 -0.205882 -2.327432
75 C 2.079076 0.806497 -1.664416
76 C 2.725043 2.015519 -1.405970
77 C 4.050413 2.183387 -1.774213
78 P 0.295737 0.589289 -1.374011
79 C -0.332447 1.121149 -2.992710
80 C -0.470372 0.117495 -3.950289
81 C -0.698573 0.437596 -5.280660
82 C -0.810247 1.767568 -5.658414
83 C -0.678306 2.772513 -4.708900
84 C -0.423503 2.455451 -3.382649
85 C -0.100302 1.835558 -0.115858
86 C -1.193317 2.689849 -0.214294
87 C -1.440963 3.617046 0.791095
88 C -0.616841 3.680308 1.902583
89 C 0.457209 2.805501 2.021612
90 C 0.712867 1.888858 1.019059
91 H 5.772570 1.288753 -2.684736
92 H 4.610782 -0.832342 -3.208739
93 H 2.240732 -1.121315 -2.578259
94 H 2.201611 2.824462 -0.912299
95 H 4.555074 3.115196 -1.556573
96 H -0.379819 -0.926242 -3.665617
97 H -0.802853 -0.350967 -6.015360
98 H -0.996308 2.021247 -6.693908
99 H -0.747142 3.811446 -5.005277
100 H -0.267873 3.253032 -2.667690
101 H -1.862945 2.627035 -1.062157
102 H -2.286235 4.288175 0.702782
103 H -0.813885 4.401170 2.685535
104 H 1.091151 2.834691 2.898355
105 H 1.545438 1.201083 1.125998

Cartesian forces (eV/Å) of the 3 atoms listed first:
-0.4 -0.1 -0.1
0.0 0.0 0.0
0.0 0.0 0.0

The orbital gap (spin up / spin down) is 6.399 / 5.969 eV. The electronic energy comes out at -5729.94452 hartree. As for the spin multiplicity: 2. The HOMO energy (spin up / spin down) comes out at -9.9 / -10.0 eV. As for the net charge: +1. The calculation puts the energy relative to the best compared isomer or geometry (same formula, charge and spin) at 49.5 kcal/mol. Its expectation value of S² is 0.813.

These are the Mulliken partial charges, in e, on atoms 1 to 99: -0.520 -1.582 1.831 -1.884 -1.623 -0.128 0.081 -1.536 1.237 -0.561 0.015 1.713 -1.725 -0.062 1.049 0.163 -1.055 -0.713 -0.284 -0.420 0.536 0.385 -0.019 0.476 0.372 0.357 0.452 0.162 0.360 0.503 0.467 0.239 0.431 0.427 0.489 0.763 -1.809 0.728 -0.386 1.340 0.586 -0.672 -0.818 -0.964 1.152 -0.965 -0.325 -0.555 -0.638 -0.140 0.519 0.604 -0.295 0.501 0.327 0.325 0.427 0.437 0.906 -1.289 0.372 0.210 -0.212 -0.514 -0.099 0.079 -0.113 -0.061 0.401 0.515 0.300 -0.655 -0.675 -0.566 0.843 -0.739 -0.642 1.750 1.715 -0.565 -0.666 -0.677 -0.936 -0.726 0.540 -0.614 -0.618 -0.982 -0.579 -0.534 0.453 0.486 0.463 0.412 0.451 0.184 0.509 0.425 0.489

Entry 2:
Below is 2 unconnected molecules or ions with the total composition C6H17N5O2, with properties calculated with ωB97M-V/def2-TZVPD.

Positions of all 30 atoms, in Å:
1 C -2.964363 0.437530 -0.136388
2 C 1.711049 -1.090617 0.807971
3 C 2.605723 1.169171 0.084104
4 C -2.140155 -0.660003 -0.281193
5 C 1.425264 0.170054 0.013905
6 C 0.088564 0.876143 0.499250
7 N -2.042549 -1.572305 0.728906
8 N -1.370793 -0.899010 -1.421520
9 N 1.346233 -0.077594 -1.442792
10 N -0.473186 0.765078 1.664388
11 N -0.376955 1.811181 -0.339339
12 O -3.643896 0.708354 1.078314
13 O -3.194106 1.240195 -1.261594
14 H 2.224775 -0.938183 1.768887
15 H 0.802363 -1.736844 0.862999
16 H 2.500174 -1.699279 0.318749
17 H 3.480625 0.633959 -0.295307
18 H 2.415285 1.977193 -0.589820
19 H 2.595800 1.531638 1.066702
20 H -2.167929 -1.571057 1.839374
21 H -1.245135 -2.177000 0.589552
22 H -1.706522 -0.571671 -2.258943
23 H -1.179961 -1.948593 -1.398311
24 H 1.834606 -0.932943 -1.562247
25 H 0.390781 -0.311766 -1.589273
26 H 0.159405 0.307422 2.284369
27 H -2.927344 0.880877 1.715109
28 H -3.982337 1.793046 -1.191711
29 H -0.263757 1.886826 -1.303400
30 H -1.175854 2.215982 0.004918

Cartesian forces (eV/Å) of the 3 atoms listed first:
0.3 -2.0 -0.1
0.5 -1.1 -0.1
-1.1 -1.2 -0.4

The orbital gap is 7.344 eV. The electronic energy comes out at -663.00000 hartree. The HOMO energy comes out at -6.7 eV. The calculation puts the energy relative to the best compared isomer or geometry (same formula, charge and spin) at 58.5 kcal/mol. Its structure (SMILES) is [H]/N=C(/N)C(C)(C)N.NC(N)=C(O)O.

Here is what Mulliken gives for the atomic charges, in e: -0.142 -1.594 -1.783 0.509 1.905 -0.341 -0.543 -0.503 -0.877 -0.717 -0.195 -0.580 -0.505 0.413 0.145 0.448 0.390 0.363 0.454 0.317 0.135 0.196 0.265 0.309 0.386 0.244 0.353 0.359 0.220 0.367

Entry 3:
Below is 2 unconnected molecules or ions with the total composition C2H5ISi, with properties calculated with ωB97M-V/def2-TZVPD.

Positions of all 9 atoms, in Å:
1 C 0.660776 -0.736781 -0.435592
2 C 0.901245 0.223116 0.781769
3 Si -0.528284 0.707372 -0.332015
4 I -4.366573 -0.136802 -0.056710
5 H 1.437178 -0.757831 -1.188000
6 H 0.327628 -1.734842 -0.185947
7 H 0.740153 -0.204402 1.760795
8 H 1.816769 0.799189 0.750300
9 H -0.988893 1.840984 -1.094598

Cartesian forces (eV/Å) of the 3 atoms listed first:
-0.3 0.7 -0.1
-0.5 0.2 -0.5
-0.3 -1.9 1.1

The orbital gap (spin up / spin down) is 7.423 / 5.576 eV. The electronic energy comes out at -666.25905 hartree. The HOMO energy (spin up / spin down) comes out at -9.0 / -8.2 eV. The calculation puts the energy relative to the best compared isomer or geometry (same formula, charge and spin) at 70.9 kcal/mol.

Here is what Mulliken gives for the atomic charges, in e: -0.573 -0.595 0.267 -0.298 0.297 0.303 0.307 0.281 0.010

Entry 4:
Below is C17H21N3O3 in the gas phase, with properties calculated with ωB97M-V/def2-TZVPD.

Positions of all 44 atoms, in Å:
1 O -0.941883 -2.995371 0.717351
2 C -0.864002 -2.025502 -0.010388
3 N 0.218738 -1.703448 -0.745774
4 H 0.181422 -0.849507 -1.281028
5 C 1.455689 -2.442775 -0.684652
6 C 2.551451 -1.684100 0.067807
7 C 2.953413 -0.392135 -0.646330
8 N 4.247167 0.087663 -0.192339
9 C 4.209116 0.628486 1.156595
10 C 5.624640 1.019604 1.581128
11 H 5.616269 1.484104 2.568588
12 O 6.187009 1.965576 0.703318
13 C 6.208583 1.459084 -0.609523
14 C 4.804920 1.088197 -1.087167
15 H 4.864675 0.670581 -2.094591
16 H 4.180727 1.999584 -1.116821
17 H 6.635153 2.244487 -1.235808
18 H 6.848568 0.564882 -0.653708
19 H 6.252118 0.115777 1.605650
20 H 3.831594 -0.132446 1.839684
21 H 3.553507 1.516619 1.213244
22 H 2.169693 0.375790 -0.517528
23 H 3.049147 -0.600867 -1.716221
24 H 3.432603 -2.322037 0.142810
25 H 2.194334 -1.470610 1.075610
26 H 1.230362 -3.376820 -0.164065
27 H 1.787949 -2.669958 -1.702676
28 C -1.988705 -1.072709 -0.194761
29 N -1.872640 0.024955 -0.909727
30 O -3.060846 0.657042 -0.871672
31 C -3.931440 -0.051807 -0.125601
32 C -3.292217 -1.177734 0.338618
33 H -3.661080 -1.967069 0.956283
34 C -5.282359 0.445013 0.047959
35 C -5.668216 1.646196 -0.548593
36 C -6.955619 2.119484 -0.385770
37 C -7.870598 1.404503 0.370356
38 C -7.493322 0.210919 0.965407
39 C -6.208070 -0.270229 0.808247
40 H -5.917599 -1.199385 1.272558
41 H -8.205669 -0.346978 1.554674
42 H -8.876549 1.776165 0.495683
43 H -7.247737 3.049372 -0.850461
44 H -4.950313 2.197403 -1.136370

Cartesian forces (eV/Å) of the 3 atoms listed first:
-0.2 0.0 0.2
0.4 0.1 -0.3
0.1 0.2 -0.2

The orbital gap is 9.029 eV. The electronic energy comes out at -1050.35157 hartree. The HOMO energy comes out at -8.8 eV. The calculation puts the energy relative to the best compared isomer or geometry (same formula, charge and spin) at 90.8 kcal/mol. Its structure (SMILES) is O=C(NCCCN1CCOCC1)c1cc(-c2ccccc2)on1.

Here is what Mulliken gives for the atomic charges, in e: -0.676 0.113 -0.090 0.372 -1.166 -0.398 -0.833 0.035 -0.397 -0.755 0.368 -0.381 -0.642 -0.560 0.383 0.332 0.358 0.352 0.365 0.367 0.299 0.298 0.418 0.363 0.289 0.404 0.405 0.581 -0.543 -0.192 0.526 -0.574 0.479 0.643 -0.313 -0.539 -0.414 -0.628 -0.566 0.310 0.386 0.384 0.388 0.448

Number 1: strongest force on any atom 0.4 eV/A. Number 2: strongest force on any atom 5.5 eV/A. Number 3: strongest force on any atom 2.2 eV/A. Number 4: strongest force on any atom 1.4 eV/A.